(1)
Computed, not measured: the molecule C3H2N2S3, with the ωB97M-V functional and the def2-TZVPD basis.

As for the SMILES: S=C1SN=N/C1=C/S. For the relative energy (zero: lowest compared OMol25 entry of this formula, charge and spin), the calculation gives 64.4 kJ/mol. Its HOMO energy is -0.3215 Ha.

Atoms and positions in Å:
C -1.002 0.200 0.506
N 2.362 -0.187 1.036
S 2.697 -0.411 -0.601
C 0.966 -0.456 -1.075
H -1.013 0.309 1.593
C 0.252 -0.276 0.139
N 1.164 -0.057 1.273
H -3.251 0.934 0.257
S 0.210 -0.523 -2.537
S -2.384 0.466 -0.592

Atom charges from the natural (NBO) analysis, given in e for atoms 1 to 8: -0.19, -0.27, 0.51, -0.35, 0.26, -0.10, -0.14, 0.12

---

(2)
Computed, not measured: a cluster of 2 separate species, C3H2N3O2 in total, with the ωB97M-V functional and the def2-TZVPD basis.

For the relative energy (zero: lowest compared OMol25 entry of this formula, charge and spin), the calculation gives 202.4 kJ/mol. Its HOMO energy is -0.1458 Ha. The net charge is -1.

Atoms and positions in Å:
C 0.896 -0.766 -0.208
O 2.866 -0.505 1.258
O -1.366 -0.604 0.643
N 0.802 1.879 -1.476
C -0.369 0.108 0.359
H -1.034 1.774 0.617
N -0.131 1.396 0.357
H 0.499 -1.273 -1.081
C 1.970 -0.858 0.517
N 1.304 0.980 -1.889

Atom charges from the natural (NBO) analysis, given in e for atoms 1 to 8: -0.61, -0.55, -0.75, 0.02, 0.64, 0.33, -0.84, 0.26

---

(3)
Computed, not measured: a cluster of 2 separate species, C3H2N3O2 in total, with the ωB97M-V functional and the def2-TZVPD basis.

For the relative energy (zero: lowest compared OMol25 entry of this formula, charge and spin), the calculation gives 163.7 kJ/mol. Its HOMO energy is -0.1194 Ha. The net charge is -1.

Atoms and positions in Å:
N 0.805 -1.043 -0.036
H -2.110 -2.361 0.116
O 1.030 2.860 -1.055
O 0.267 2.983 1.154
N 0.058 -2.200 -0.073
C 0.035 0.054 -0.118
H 1.790 -1.020 -0.242
N -1.237 -0.354 0.146
C -1.190 -1.718 0.067
C 0.553 2.798 0.042

Atom charges from the natural (NBO) analysis, given in e for atoms 1 to 8: -0.45, 0.16, -0.58, -0.55, -0.42, -0.05, 0.38, -0.64

---

(4)
Computed, not measured: a structure of composition C3H2N3O2S, with the ωB97M-V functional and the def2-TZVPD basis.

For the relative energy (zero: lowest compared OMol25 entry of this formula, charge and spin), the calculation gives 348.5 kJ/mol. Its HOMO energy (spin up / spin down) is -0.1130 / -0.1132 Ha. The net charge is -1.

Atoms and positions in Å:
C 0.279 -0.947 0.030
N 1.392 -1.615 0.049
N 1.915 2.168 0.026
O 0.923 2.916 -0.126
H -0.384 0.993 -0.248
C 2.478 -0.904 0.047
H -0.552 -1.565 0.084
C 1.653 0.855 0.063
O 3.095 2.494 0.110
N 0.375 0.393 -0.012
S 4.046 -1.201 -0.062

Atom charges from the natural (NBO) analysis, given in e for atoms 1 to 8: 0.20, -0.58, 0.42, -0.58, 0.42, 0.06, 0.18, 0.05

---

(5)
Computed, not measured: the molecule C3H2N4, with the ωB97M-V functional and the def2-TZVPD basis.

As for the SMILES: N#Cc1c[nH]nn1. For the relative energy (zero: lowest compared OMol25 entry of this formula, charge and spin), the calculation gives 94.8 kJ/mol. Its HOMO energy is -0.3798 Ha.

Atoms and positions in Å:
N -0.193 1.395 0.417
H -2.317 -0.748 -0.088
C 0.566 0.378 -0.071
C 1.979 0.448 -0.148
C -0.208 -0.737 -0.281
H 0.030 -1.732 -0.616
N -1.421 0.994 0.434
N 3.005 0.269 0.345
N -1.441 -0.269 0.009

Atom charges from the natural (NBO) analysis, given in e for atoms 1 to 8: -0.19, 0.42, -0.07, 0.25, -0.05, 0.25, -0.04, -0.25

---

(6)
Computed, not measured: the molecule C3H2N4O, with the ωB97M-V functional and the def2-TZVPD basis.

As for the SMILES: c1[nH]oc2nnnc1-2. For the relative energy (zero: lowest compared OMol25 entry of this formula, charge and spin), the calculation gives 263.2 kJ/mol. Its HOMO energy is -0.3640 Ha.

Atoms and positions in Å:
C -0.601 0.580 0.447
O 0.375 1.483 0.267
N -1.769 0.675 1.086
N -1.377 -1.437 0.341
H 2.204 1.176 -0.587
N 1.293 0.771 -0.610
C 0.924 -0.537 -0.707
H 1.496 -1.349 -1.153
N -2.228 -0.677 0.957
C -0.317 -0.684 -0.041

Atom charges from the natural (NBO) analysis, given in e for atoms 1 to 8: 0.41, -0.25, -0.36, -0.25, 0.42, -0.24, 0.08, 0.26